ORCA calculation (wB97M-V/def2-TZVPD) on a 2-piece molecular cluster, C9H16N2O2 overall at a distorted geometry.

Positions of all 29 atoms, in Å:
O -1.435 1.700 1.249
C -1.810 0.684 0.628
C -3.124 0.670 -0.023
C -3.589 -0.545 -0.324
N -2.921 -1.760 -0.064
C -1.479 -1.726 0.077
O -0.741 -2.733 -0.146
N -0.993 -0.527 0.757
H -3.669 1.705 -0.192
H -4.618 -0.813 -0.533
H -3.172 -2.646 -0.676
H -0.071 -0.716 1.052
C 3.445 -1.245 0.326
C 1.947 -0.978 0.340
C 1.771 0.395 -0.481
C 0.446 1.059 -0.393
C 0.255 2.665 -0.482
H 3.723 -1.192 -0.792
H 4.034 -0.621 0.864
H 3.650 -2.390 0.698
H 1.907 -0.781 1.630
H 1.418 -1.990 0.044
H 2.577 0.844 0.189
H 2.207 0.334 -1.529
H -0.084 0.928 0.603
H -0.239 0.666 -1.193
H 1.014 3.078 -1.231
H -0.780 2.833 -1.116
H 0.326 3.102 0.716

Forces on atoms 1 to 2 (eV/Å):
O -1.865 -2.083 -0.763
C 0.688 1.496 3.479

Summary:
largest force on an atom = 7.95 eV Å⁻¹
ΔE to the lowest compared entry with this formula, charge and spin = 6.953 eV
calculated total energy = -612.3302 Ha
structure (SMILES) = O=c1cc[nH]c(=O)[nH]1.CCCCC
E_HOMO = -9.4 eV
frontier orbital gap = 0.357 Ha